Below is a molecular structure, Cl3O3P at a distorted geometry, with properties calculated with wB97M-V/def2-TZVPD.

```
7
Properties=species:S:1:pos:R:3:forces:R:3
O -0.415865 0.735459 -1.521432 -0.174 0.046 0.460
O -0.230654 -1.433297 0.136734 0.085 1.213 -1.056
O 1.385941 0.172384 0.285965 0.486 0.288 0.319
P -0.138846 0.211619 -0.196500 1.005 -2.125 -0.182
Cl -1.847288 -1.821502 -0.019027 -0.573 -1.029 -0.262
Cl 2.481022 1.411374 -0.014550 -0.425 -0.031 -0.112
Cl -1.234310 0.723964 1.328810 -0.403 1.638 0.833
```
Positions in Å, forces in eV/Å.

Computed properties:
HOMO level   -11.3 eV
Spin multiplicity   1
Gap between HOMO and LUMO   10.17 eV
Energy relative to the best compared isomer or geometry (same formula, charge and spin)   0.479 eV
Energy   -1947.61719 hartree
Total charge   0